# 1
The following is a quantum chemistry calculation of a structure of composition C11H13BrIN7O2Re, from the Open Molecules 2025 dataset.

```
! RIJCOSX wB97M-V def2-TZVPD def2/J DEFGRID3
* xyz 4 2
Re 0.36 0.03 0.26
N 0.80 0.65 2.37
N 1.13 -0.55 3.08
C 1.28 -1.71 2.42
N 1.65 -2.82 2.98
N 0.95 -1.57 1.08
N 0.83 -2.61 0.08
O 0.43 -2.06 -0.95
O 1.09 -3.74 0.29
H 1.62 1.26 2.41
H 0.06 1.12 2.91
H 1.38 -0.47 4.06
H 1.87 -2.88 3.97
H 1.73 -3.68 2.45
Br -6.19 0.94 0.65
C -4.39 0.68 0.52
C -3.49 1.69 0.91
C -2.15 1.45 0.84
N -1.63 0.27 0.35
C -2.51 -0.69 -0.06
C -3.86 -0.53 0.02
H -3.85 2.64 1.30
H -1.43 2.19 1.17
H -2.08 -1.61 -0.45
H -4.52 -1.33 -0.29
I 0.02 1.08 -5.57
C 1.13 1.12 -3.84
C 2.49 1.43 -3.91
C 3.21 1.47 -2.73
C 2.53 1.26 -1.54
N 1.23 0.90 -1.46
C 0.52 0.83 -2.62
H 2.98 1.62 -4.86
H 4.26 1.71 -2.71
H 3.07 1.35 -0.60
H -0.52 0.55 -2.55
*
```

Properties
Max |F| (eV Å⁻¹): 0.6
Kohn-Sham gap (spin up / spin down) (eV): 6.7 / 4.1
Energy relative to the best compared isomer or geometry (same formula, charge and spin) (kJ/mol): 32.40
Molar mass (g/mol): 668.287
E_HOMO (spin up / spin down) (eV): -20.6 / -20.6
<S²>: 0.76

=====

# 2
The following is a quantum chemistry calculation of a structure of composition C11H13BrOTl in a non-equilibrium geometry, from the Open Molecules 2025 dataset.

```
! RIJCOSX wB97M-V def2-TZVPD def2/J DEFGRID3
* xyz -1 1
C 1.64 -1.12 1.72
C 2.15 0.15 1.35
C 1.22 1.15 1.80
H 3.08 0.35 0.82
C 0.13 0.47 2.47
C 0.41 -0.92 2.42
H -0.21 -1.71 2.84
H 2.11 -2.09 1.54
H 1.37 2.23 1.77
H -0.72 0.94 2.96
Tl 0.32 1.06 -0.53
Br 2.27 1.77 -2.00
C -1.31 -0.91 -1.89
C -1.64 -1.78 -0.81
C -0.50 -2.56 -0.51
H -2.61 -1.84 -0.32
C 0.56 -2.19 -1.38
C 0.06 -1.17 -2.25
H 0.60 -0.71 -3.08
H -1.98 -0.20 -2.38
H -0.44 -3.32 0.27
H 1.56 -2.62 -1.40
C -1.61 3.05 -0.71
O -1.67 1.78 -0.08
H -1.50 2.94 -1.82
H -0.76 3.66 -0.31
H -2.56 3.57 -0.49
*
```

Properties
Max |F| (eV Å⁻¹): 2.1
Kohn-Sham gap (eV): 6.0
Molar mass (g/mol): 445.511
E_HOMO (eV): -3.9

=====

# 3
The following is a quantum chemistry calculation of a structure of composition C11H13Ca2ClF3N4O11S2 in a non-equilibrium geometry, from the Open Molecules 2025 dataset.

```
! RIJCOSX wB97M-V def2-TZVPD def2/J DEFGRID3
* xyz 1 1
N 3.66 -0.96 0.61
C 2.66 -0.59 0.17
O 1.51 -0.13 -0.15
C 1.64 1.14 -0.85
O 0.61 1.29 -1.83
C -0.36 0.45 -1.55
C -1.21 0.83 -0.20
C -2.14 -0.44 0.18
C -3.70 -0.16 0.23
N -4.35 -0.70 1.16
O -1.90 1.97 -0.53
C -2.27 2.77 0.59
S -3.27 4.13 -0.11
Cl -0.88 3.43 1.44
C 1.73 2.34 0.13
O 1.65 3.46 -0.36
O 1.82 2.02 1.29
H 2.59 1.11 -1.38
H -0.05 -0.67 -1.55
H -1.13 0.56 -2.41
H -0.47 0.93 0.61
H -1.97 -1.27 -0.59
H -1.75 -0.87 1.10
H -4.25 0.49 -0.45
H -3.71 -1.25 1.73
H -2.91 2.22 1.28
H -2.80 5.16 0.61
Ca -2.27 -0.51 -2.21
N -4.10 -4.35 -1.30
O -3.82 -3.42 -2.05
O -5.08 -5.02 -1.41
O -3.24 -4.62 -0.35
C -0.52 -5.67 -2.50
C -0.60 -4.21 -2.36
N -0.71 -3.08 -2.25
H -0.82 -5.97 -3.51
H 0.49 -6.03 -2.31
H -1.22 -6.10 -1.78
Ca -1.92 -5.98 0.46
C 4.95 3.20 2.34
F 4.21 2.32 3.01
F 5.34 2.60 1.20
F 4.16 4.21 1.99
S 6.39 3.77 3.33
O 7.13 2.55 3.61
O 5.79 4.38 4.49
O 7.08 4.69 2.45
*
```

Properties
Max |F| (eV Å⁻¹): 6.6
Kohn-Sham gap (eV): 1.1
Molar mass (g/mol): 613.979
E_HOMO (eV): -8.4

=====

# 4
The following is a quantum chemistry calculation of a structure of composition C11H13CeClN2O2 in a non-equilibrium geometry, from the Open Molecules 2025 dataset.

```
! RIJCOSX wB97M-V def2-TZVPD def2/J DEFGRID3
* xyz 2 1
Cl -3.09 1.22 -2.46
C 0.67 -1.53 -2.48
C 1.88 -0.80 -2.15
C 1.80 0.50 -2.76
H 2.72 -1.19 -1.61
C 0.54 0.56 -3.50
C -0.16 -0.70 -3.30
H -1.13 -0.94 -3.77
H 0.51 -2.58 -2.31
H 2.55 1.31 -2.76
C -0.07 1.78 -4.08
Ce -0.09 0.37 -1.16
C 0.53 -2.27 0.32
C -2.67 -0.21 -0.74
O 0.59 -2.72 1.40
O -3.56 -0.55 -0.07
H 0.29 2.67 -3.53
H -1.18 1.69 -3.99
H 0.17 1.92 -5.15
C 0.45 1.25 4.48
N -0.05 0.12 3.68
C -0.45 -1.14 4.39
C -0.16 0.32 2.41
N -0.12 0.68 1.28
H 0.36 0.98 5.53
H -0.18 2.13 4.29
H 1.51 1.45 4.26
H -1.50 -1.39 4.17
H 0.22 -1.98 4.15
H -0.36 -0.94 5.45
*
```

Properties
Max |F| (eV Å⁻¹): 6.5
Kohn-Sham gap (spin up / spin down) (eV): 6.1 / 6.0
Energy relative to the best compared isomer or geometry (same formula, charge and spin) (kJ/mol): 310.51
Molar mass (g/mol): 380.806
E_HOMO (spin up / spin down) (eV): -15.9 / -15.9

=====

# 5
The following is a quantum chemistry calculation of the ion C11H13ClN2O with charge +2 in a non-equilibrium geometry, from the Open Molecules 2025 dataset.

```
! RIJCOSX wB97M-V def2-TZVPD def2/J DEFGRID3
* xyz 2 1
C 3.58 1.23 0.47
C 3.06 -1.04 0.38
C 2.31 1.53 0.43
C 0.75 -1.82 0.43
C 1.64 -0.82 0.47
C 4.00 -0.08 0.36
C -1.08 -0.17 0.03
C 0.04 0.88 -0.09
C -2.39 -0.13 -0.37
C -0.15 2.21 -0.74
C -4.62 -0.92 -0.50
N 1.24 0.52 0.31
N -0.67 -1.54 0.57
O -3.22 -1.09 -0.12
Cl 5.62 -0.38 -0.06
H 4.33 2.14 0.52
H 3.30 -2.05 0.03
H 1.87 2.54 0.68
H 1.08 -2.83 0.61
H -2.92 0.83 -0.85
H 0.68 2.28 -1.49
H -0.03 3.02 -0.12
H -1.22 2.33 -1.04
H -5.22 -0.63 0.43
H -5.04 -1.97 -0.62
H -4.71 -0.18 -1.24
H -1.22 -2.24 -0.10
H -1.04 -1.61 1.65
*
```

Properties
Max |F| (eV Å⁻¹): 4.6
Kohn-Sham gap (spin up / spin down) (eV): 6.5 / 6.6
SMILES: CO/C=C1\[NH2+]C=c2cc(Cl)cc[n+]2=C1C
Energy relative to the best compared isomer or geometry (same formula, charge and spin) (kJ/mol): 0.00
Molar mass (g/mol): 224.691
E_HOMO (spin up / spin down) (eV): -15.6 / -15.6

=====

# 6
The following is a quantum chemistry calculation of the molecule C11H13N in a non-equilibrium geometry, from the Open Molecules 2025 dataset.

```
! RIJCOSX wB97M-V def2-TZVPD def2/J DEFGRID3
* xyz 0 1
C 2.61 -1.94 -1.46
C 2.07 -1.26 -2.57
C 2.07 -1.78 -0.19
C 0.94 -0.48 -2.38
C 0.96 -1.01 -0.04
C 0.39 -0.32 -1.12
C 0.51 -0.90 1.35
C -0.68 -1.31 1.80
C -0.88 1.32 0.22
C -2.22 1.67 0.47
C 0.19 1.72 0.88
N -0.79 0.44 -0.90
H 3.55 -2.40 -1.72
H 2.46 -1.12 -3.58
H 2.36 -2.55 0.53
H 0.36 -0.07 -3.15
H -1.35 -1.79 1.11
H -1.00 -1.12 2.73
H -2.18 2.77 0.73
H -2.55 1.06 1.24
H -2.95 1.43 -0.43
H 0.16 2.50 1.62
H 1.22 1.44 0.65
H 1.06 -0.56 2.21
H -1.05 0.99 -1.74
*
```

Properties
Max |F| (eV Å⁻¹): 4.3
Kohn-Sham gap (eV): 8.8
SMILES: C=Cc1ccccc1NC(=C)C
Energy relative to the best compared isomer or geometry (same formula, charge and spin) (kJ/mol): 288.39
Molar mass (g/mol): 159.232
E_HOMO (eV): -7.9

=====

# 7
The following is a quantum chemistry calculation of the molecule C11H13N in a non-equilibrium geometry, from the Open Molecules 2025 dataset.

```
! RIJCOSX wB97M-V def2-TZVPD def2/J DEFGRID3
* xyz 0 1
C 2.71 -1.09 0.56
C 1.21 -1.35 -0.05
C 0.88 1.31 -0.33
C 2.39 1.29 -0.33
C 3.20 0.19 -0.06
C -0.92 -0.21 0.21
C -1.64 1.07 0.43
C -2.94 1.21 0.34
C -3.65 0.00 0.08
C -3.04 -1.12 -0.28
C -1.61 -1.36 -0.19
H 3.52 -1.94 0.61
H 2.61 -0.43 1.70
H 1.49 -1.83 -0.96
H 0.77 -2.05 0.65
H 0.45 2.05 0.64
H 0.64 1.61 -1.52
H 3.03 2.30 -0.44
H 4.25 0.41 -0.43
H -0.90 1.84 0.48
H -3.58 2.21 0.34
H -4.81 0.46 -0.37
H -3.59 -2.16 -0.62
H -0.91 -2.23 -0.46
N 0.45 -0.17 -0.01
*
```

Properties
Max |F| (eV Å⁻¹): 7.4
Kohn-Sham gap (eV): 8.3
SMILES: C1=CCN(c2ccccc2)CC1
Energy relative to the best compared isomer or geometry (same formula, charge and spin) (kJ/mol): 709.36
Molar mass (g/mol): 159.232
E_HOMO (eV): -7.6

=====

# 8
The following is a quantum chemistry calculation of the ion C11H13N2O2 with charge +1 in a non-equilibrium geometry, from the Open Molecules 2025 dataset.

```
! RIJCOSX wB97M-V def2-TZVPD def2/J DEFGRID3
* xyz 1 1
N 4.82 0.28 -0.13
C 3.77 1.31 0.07
C 2.26 0.78 -0.05
C 1.22 1.78 -0.73
C -0.27 1.37 -0.85
C -0.72 -0.04 -0.29
C -2.22 -0.53 -0.34
C -3.38 0.45 -0.94
O -3.31 1.72 -0.23
O -3.36 1.46 1.12
N -2.61 -1.83 0.16
C -1.69 -2.81 0.73
C -0.18 -2.46 0.85
C 0.31 -1.05 0.35
C 1.82 -0.63 0.49
H 4.83 -0.44 0.61
H 4.81 -0.13 -1.08
H 3.87 2.22 -0.63
H 3.89 1.71 1.16
H 1.53 2.80 -1.14
H -1.04 2.08 -1.33
H -4.38 -0.04 -0.60
H -3.32 0.58 -2.07
H -4.20 1.90 1.39
H -3.61 -2.11 0.12
H -2.01 -3.85 1.09
H 0.60 -3.16 1.30
H 2.59 -1.34 0.98
*
```

Properties
Max |F| (eV Å⁻¹): 4.9
Kohn-Sham gap (eV): 7.2
SMILES: NCc1ccc2c(COO)[nH+]ccc2c1
Energy relative to the best compared isomer or geometry (same formula, charge and spin) (kJ/mol): 750.84
Molar mass (g/mol): 205.237
E_HOMO (eV): -12.0

=====

- Look up the molar mass of the third one.
  613.979 g/mol